48
Properties=species:S:1:pos:R:3:forces:R:3 method="wB97M-V/def2-TZVPD" gap_ev=9.5073 max_force_ha_per_bohr=0.02651 total_charge=0 homo_energy_ev=-9.5
O -0.46103 0.47735 0.63112 -0.71 -0.33 0.15
H -1.45625 0.41979 0.37434 0.70 -0.24 0.61
H 0.03584 -0.15550 0.03139 0.24 0.27 -0.25
H -0.31494 0.26762 1.60802 -0.11 0.14 -0.78
C 2.96928 -0.16853 -2.66952 -0.55 0.28 0.04
C 1.69151 -1.01671 -2.51312 0.60 -0.76 -0.16
C 2.08270 -2.50938 -2.63596 -0.25 0.69 -0.34
O 0.97113 -0.80405 -1.33325 -0.56 0.26 0.59
H 2.80720 0.86559 -2.34963 -0.06 -0.07 -0.08
H 3.18700 -0.11907 -3.73725 0.37 -0.09 0.07
H 3.81227 -0.56301 -2.10307 0.03 -0.10 -0.05
H 1.09277 -0.81174 -3.42090 -0.23 0.21 0.30
H 1.18947 -3.08401 -2.88191 0.07 -0.23 0.13
H 2.52263 -2.86451 -1.70492 0.08 -0.02 0.03
H 2.80739 -2.61831 -3.44643 -0.03 -0.22 0.05
O 2.67691 0.63916 0.39774 -0.23 -0.15 -0.28
H 3.04432 1.31580 -0.18253 0.06 -0.22 0.01
H 2.11148 0.06857 -0.19424 0.36 0.32 0.17
O -1.85674 -2.14874 -2.14153 1.17 0.57 0.41
H -0.93708 -1.80528 -1.94505 -0.91 -0.37 -0.19
H -1.91414 -2.16897 -3.10269 -0.04 0.04 0.08
O -4.02764 2.66082 1.27866 0.22 0.16 -0.26
H -4.51745 1.90227 0.94746 0.01 0.07 0.04
H -3.42895 2.92246 0.55043 -0.05 -0.14 0.42
O -1.88394 1.53095 2.91376 0.38 0.27 -0.24
H -2.45979 2.22334 2.53358 -0.02 -0.42 0.02
H -1.01758 1.94943 3.02526 -0.30 0.07 0.05
O -2.68963 -0.86797 4.38089 0.20 -0.03 -0.35
H -2.04571 -1.52621 4.66086 -0.04 0.05 -0.06
H -2.24862 -0.36347 3.67269 -0.21 0.02 0.48
O -2.84522 -0.43880 0.02952 -0.24 -0.45 -0.60
H -3.70444 -0.52651 0.45661 0.21 0.08 0.17
H -2.82673 -1.13282 -0.67044 0.26 0.44 0.22
O 0.92175 -2.59470 0.83121 0.11 0.10 -0.62
H 1.19928 -3.50935 0.71685 -0.09 0.08 0.12
H 1.09976 -2.14493 -0.03570 -0.16 0.03 0.17
O 1.77111 2.34826 2.55575 0.21 -0.14 -0.21
H 1.34075 1.66755 3.08135 0.15 -0.11 0.03
H 2.31663 1.83234 1.92554 -0.53 0.10 0.24
O -1.84652 3.14156 -0.51411 0.05 -0.02 -0.20
H -0.91367 2.97368 -0.76969 -0.54 -0.19 0.03
H -2.34140 2.94683 -1.32010 0.27 0.09 -0.02
O 0.59995 -0.74005 2.77728 -0.40 -0.02 -0.26
H 0.59118 -1.42968 2.07573 0.40 -0.23 0.38
H 1.12998 -1.11206 3.48927 -0.04 0.16 -0.06
O 0.30012 1.94289 -1.88377 -0.02 -0.25 -0.07
H 0.29171 0.95707 -1.84358 0.26 0.34 0.12
H 1.17338 2.17105 -1.54594 -0.08 -0.03 -0.04

***

16
Properties=species:S:1:pos:R:3:forces:R:3 method="wB97M-V/def2-TZVPD" gap_ev=9.6742 smiles=CC#CC[C@H]1CN1 max_force_ha_per_bohr=0.05486 total_charge=0 homo_energy_ev=-8.9
C 2.80554 0.80534 1.74416 -0.38 -0.31 1.22
C 1.79128 0.04620 1.10232 -0.47 -0.15 -1.18
C 0.64469 -0.25294 0.81904 0.96 -0.33 -0.67
C -0.03316 -0.82260 -0.34235 -0.24 -0.26 -0.36
C -1.48923 -0.50980 -0.48567 -0.05 -0.05 0.19
C -1.95639 0.63427 -1.29652 -0.03 0.29 0.03
N -2.02031 -0.73089 -1.82238 -0.28 -0.18 -0.11
H 2.85458 1.84894 1.36629 -0.33 -0.54 1.01
H 3.78632 0.42910 2.00202 0.15 -0.50 -0.66
H 2.16679 0.40715 2.60887 1.19 2.38 0.94
H 0.12355 -1.90269 -0.26816 -0.23 -0.06 -0.20
H 0.50875 -0.48330 -1.23295 -0.32 -0.15 -0.05
H -2.09998 -0.78408 0.37416 -0.01 0.02 -0.16
H -1.23525 1.28362 -1.79040 -0.09 -0.15 0.10
H -2.88112 1.12505 -1.00048 0.13 -0.08 -0.06
H -2.96607 -1.09335 -1.77795 0.01 0.07 -0.05

***

42
Properties=species:S:1:pos:R:3:forces:R:3 method="wB97M-V/def2-TZVPD" gap_ev="4.8787 / 4.8578" max_force_ha_per_bohr=0.16726 total_charge=+2 homo_energy_ev="-15.0 / -15.0" spin_multiplicity=2
I 1.13815 -1.59807 -2.59555 -0.69 1.91 0.38
I -0.22828 -2.45418 0.78260 1.42 0.52 0.24
Ce 0.30552 0.65035 -0.12785 -2.80 -0.28 -0.46
P -2.13428 0.37091 -1.77476 -2.36 0.36 -1.00
C -2.49480 2.17924 -1.76414 0.52 -0.74 -0.11
C -2.44115 -0.07835 -3.56669 0.83 -0.22 -0.20
H -3.43325 0.26732 -3.95773 0.86 -0.20 0.64
H -4.60688 0.29648 -1.42477 0.79 -0.45 0.32
H -2.36218 -1.18361 -3.67476 -0.15 0.70 0.09
H -3.76514 -1.30784 -1.10443 -0.26 0.45 0.18
H -1.61671 2.73792 -2.00484 0.67 0.60 -0.44
H -1.62004 0.35446 -4.19234 -0.72 -0.26 0.44
C -3.72255 -0.21377 -0.97008 0.80 0.09 0.11
H -3.28177 2.44516 -2.44279 -0.40 0.03 -0.42
H -3.61564 0.04239 0.10474 -0.38 -0.28 -0.52
H -2.76036 2.46324 -0.77536 -0.41 0.20 0.89
P 2.67252 -2.47449 0.15594 0.52 -3.12 -1.96
C 4.16508 -1.62634 0.73802 -1.09 1.50 0.36
C 2.78100 -4.04935 1.08300 -0.65 0.47 0.36
H 2.47390 -3.61309 -1.98433 1.16 -0.08 0.51
H 4.11982 -3.94390 -1.25012 -0.18 0.24 0.19
H 3.75391 -2.35452 -2.04656 -0.10 -0.33 0.21
C 3.35103 -3.18282 -1.44765 -0.66 -0.18 -0.17
H 1.98979 -4.70562 0.73494 -0.06 -0.13 0.02
H 3.74822 -4.51843 0.89991 0.03 0.21 -0.06
H 4.82870 -2.44651 0.98492 0.14 -0.15 0.09
H 3.92192 -1.02271 1.60977 0.45 -0.06 0.30
H 2.65294 -3.84864 2.13679 -0.07 -0.19 0.39
H 4.57740 -0.98470 -0.03559 0.06 -0.09 -0.08
C 2.72702 1.16487 0.04968 7.83 3.51 0.61
O 3.78116 1.65814 0.15286 -5.51 -2.65 -0.55
O -2.72250 0.58902 2.47183 0.54 1.09 -0.28
C -2.07970 1.61367 2.36069 -0.08 -1.60 -0.36
C -1.92237 2.73778 3.30551 -0.72 0.74 0.93
C -1.01271 3.72562 2.64849 2.13 0.42 -0.18
C -0.45213 2.96521 1.43082 -1.10 0.73 0.09
O 0.50626 3.25528 0.65641 -0.74 -1.50 0.51
N -1.19736 1.83974 1.26577 0.84 -0.77 -0.45
H -2.85323 3.20680 3.56837 -0.77 -0.04 -0.15
H -1.56896 2.41272 4.28035 0.29 -0.41 -0.05
H -1.45716 4.70271 2.43406 0.09 -0.30 -0.38
H -0.14521 3.92790 3.28484 -0.05 0.26 -0.04

***

63
Properties=species:S:1:pos:R:3:forces:R:3 method="wB97M-V/def2-TZVPD" gap_ev=7.4450 max_force_ha_per_bohr=0.04836 total_charge=+3 homo_energy_ev=-16.8
Y -0.75529 -0.58114 -1.36804 2.04 1.23 -0.71
C 1.22884 0.93873 -3.36411 0.00 0.06 0.11
C 0.05243 0.72663 -4.28143 -0.03 0.04 -0.03
O -0.71297 -0.38118 -3.75661 -0.09 0.15 -0.13
C -2.07149 -0.47270 -4.26760 0.09 -0.01 0.08
C -2.97022 0.53629 -3.58001 -0.06 0.13 0.04
O -2.58467 0.56039 -2.19592 -0.08 0.11 -0.07
C -3.37380 1.40031 -1.33716 0.01 0.11 -0.03
C -2.62284 1.54117 -0.01285 0.13 -0.05 -0.10
O -1.18230 1.51616 -0.22424 -0.17 0.06 0.00
C -0.69070 2.69750 -0.88451 -0.06 0.05 -0.03
C 0.69464 2.44076 -1.44355 0.15 -0.11 -0.03
O 0.77387 1.11300 -2.00027 -0.02 0.16 -0.30
H 1.82593 1.79165 -3.68350 -0.01 0.02 -0.01
H 1.86832 0.05550 -3.36801 0.05 -0.01 0.05
H 0.41576 0.48455 -5.28138 -0.10 -0.01 -0.06
H -0.57426 1.61984 -4.32850 -0.02 0.01 -0.01
H -2.40794 -1.48426 -4.04441 0.06 -0.05 -0.01
H -2.07966 -0.33050 -5.34719 0.01 -0.03 -0.03
H -4.01034 0.22235 -3.67716 -0.02 0.00 0.00
H -2.85980 1.54308 -3.98800 -0.04 0.04 0.00
H -4.34628 0.94211 -1.15501 -0.03 -0.02 -0.04
H -3.51657 2.36156 -1.83315 -0.04 0.01 -0.04
H -2.82905 0.69191 0.63028 0.01 -0.04 0.04
H -2.91524 2.45774 0.49733 0.02 0.05 0.01
H -0.62932 3.51652 -0.16624 -0.11 0.05 -0.01
H -1.38182 2.97835 -1.68063 0.01 -0.02 -0.03
H 1.45764 2.51595 -0.66969 0.01 -0.04 0.04
H 0.91244 3.18171 -2.21305 0.02 0.04 0.03
N -0.49150 -2.91735 -1.99419 -0.39 -0.46 0.01
C -1.86238 -3.45820 -1.68417 -0.05 -0.05 0.01
C -2.72841 -2.32110 -1.14856 0.02 -0.13 0.54
O -3.80667 -2.05372 -1.59956 -0.13 0.07 0.04
O -2.07943 -1.57990 -0.22105 -1.61 -1.34 0.50
H -0.23377 -3.19316 -2.93674 -0.01 0.03 -0.03
H 0.18802 -3.36599 -1.38801 0.03 0.03 0.02
H -1.81396 -4.24203 -0.93014 0.05 -0.06 -0.02
H -2.34071 -3.86341 -2.57045 0.07 -0.06 -0.06
Se 3.41950 1.12009 7.44240 -0.03 0.01 -0.04
N 1.87967 0.44007 6.85391 0.47 0.12 -0.05
C 2.03120 0.21723 5.57864 -0.45 -0.18 -0.29
C 0.95087 -0.36027 4.73669 0.30 0.21 0.55
C -0.33985 -0.79495 5.02532 -0.17 -0.07 -0.02
C -1.12441 -1.32780 3.99071 -0.02 -0.02 0.01
C -0.67340 -1.46572 2.68350 0.19 0.10 0.10
N 0.57823 -1.02514 2.45135 -0.32 0.07 -0.38
C 1.32150 -0.49651 3.42764 0.12 0.05 -0.20
C 2.56588 -0.16039 2.88864 -0.24 -0.07 -0.04
N 2.55446 -0.49340 1.59747 -0.10 0.15 -0.53
C 3.63068 -0.29785 0.81400 0.00 0.03 0.32
C 4.74179 0.25280 1.44076 0.03 -0.01 -0.01
C 4.77042 0.57672 2.80693 0.11 0.02 -0.17
C 3.62975 0.36156 3.57229 0.09 0.16 0.70
C 3.33247 0.57034 5.01213 0.11 -0.04 -0.50
N 4.20349 1.07125 5.84260 -0.34 -0.11 0.29
H -0.73686 -0.73031 6.03088 0.01 -0.01 -0.01
H -2.12849 -1.67119 4.19989 0.01 0.02 0.05
H -1.23301 -1.88244 1.85473 -0.01 0.03 0.01
H 3.56455 -0.59605 -0.22035 0.03 0.00 -0.01
H 5.62394 0.41430 0.83634 0.00 0.02 0.02
H 5.66972 0.98410 3.25300 -0.02 -0.02 -0.02
O 0.84937 -1.08569 0.09135 0.19 0.62 0.50
N 1.37201 -1.20985 1.28664 0.27 -1.04 0.04